Entry 1:
DFT (ωB97M-V/def2-TZVPD) results for a cluster of 10 separate species, C44H59F9O30 in total at a distorted geometry.

Atoms and positions in Å:
C (1.338, 0.042, 0.701)
O (1.711, -0.264, -0.632)
C (2.920, 0.367, -1.033)
C (2.753, 1.795, -1.539)
C (2.714, 2.856, -0.432)
C (2.905, 4.284, -0.960)
C (1.685, 4.935, -1.626)
C (0.542, 5.321, -0.664)
C (-0.564, 4.243, -0.664)
C (-1.448, 4.329, -1.906)
C (-2.644, 3.362, -1.924)
C (-2.330, 1.970, -2.490)
C (-1.628, 1.019, -1.518)
C (-2.557, 0.380, -0.469)
C (-2.839, 1.244, 0.792)
C (-2.156, 0.895, 2.118)
C (-2.726, -0.491, 2.459)
O (-4.019, -0.411, 1.899)
C (-4.243, 0.767, 1.218)
O (-5.278, 1.207, 0.998)
H (1.118, -0.875, 1.250)
H (2.125, 0.575, 1.238)
H (0.479, 0.714, 0.663)
H (3.661, 0.302, -0.228)
H (3.318, -0.255, -1.836)
H (3.625, 1.996, -2.165)
H (1.872, 1.883, -2.174)
H (1.853, 2.736, 0.224)
H (3.589, 2.649, 0.198)
H (3.337, 4.900, -0.161)
H (3.674, 4.212, -1.734)
H (1.353, 4.311, -2.455)
H (2.045, 5.856, -2.093)
H (0.128, 6.303, -0.881)
H (0.966, 5.303, 0.343)
H (-0.043, 3.284, -0.655)
H (-1.140, 4.281, 0.262)
H (-0.880, 4.247, -2.834)
H (-1.885, 5.333, -1.901)
H (-3.151, 3.310, -0.964)
H (-3.377, 3.814, -2.599)
H (-1.714, 2.101, -3.381)
H (-3.268, 1.508, -2.808)
H (-0.773, 1.456, -1.006)
H (-1.226, 0.197, -2.113)
H (-3.514, 0.147, -0.936)
H (-2.108, -0.558, -0.140)
H (-2.704, 2.315, 0.709)
H (-1.106, 1.118, 2.276)
H (-2.655, 1.564, 2.836)
H (-2.712, -0.571, 3.541)
H (-2.036, -1.190, 1.988)
O (-0.814, -3.279, 4.714)
C (-1.913, -3.587, 5.037)
O (-2.417, -4.839, 4.927)
C (-3.712, -4.835, 5.533)
C (-4.090, -3.380, 5.451)
F (-4.868, -3.009, 6.497)
O (-2.835, -2.722, 5.556)
H (-3.633, -5.185, 6.564)
H (-4.398, -5.481, 4.991)
H (-4.575, -3.091, 4.517)
O (5.044, -3.074, 3.733)
C (4.109, -3.631, 4.202)
O (3.568, -3.344, 5.413)
C (2.378, -4.134, 5.554)
C (2.643, -5.270, 4.601)
F (1.499, -5.733, 4.038)
O (3.433, -4.655, 3.597)
H (1.512, -3.541, 5.262)
H (2.246, -4.464, 6.578)
H (3.194, -6.107, 5.035)
O (-5.622, -6.682, 1.638)
C (-4.450, -6.746, 1.458)
O (-3.518, -6.179, 2.266)
C (-2.229, -6.595, 1.797)
C (-2.519, -6.935, 0.359)
F (-1.729, -7.944, -0.075)
O (-3.863, -7.391, 0.412)
H (-1.895, -7.462, 2.370)
H (-1.497, -5.799, 1.905)
H (-2.446, -6.092, -0.330)
O (1.263, -2.861, 7.901)
C (1.477, -1.706, 7.737)
O (0.851, -0.933, 6.814)
C (1.285, 0.415, 7.015)
C (2.606, 0.217, 7.714)
F (2.865, 1.221, 8.586)
O (2.394, -0.982, 8.439)
H (0.564, 0.940, 7.642)
H (1.382, 0.940, 6.068)
H (3.459, 0.090, 7.044)
O (3.533, 5.554, 2.439)
C (4.700, 5.608, 2.247)
O (5.586, 6.248, 3.054)
C (6.897, 5.970, 2.562)
C (6.625, 5.626, 1.120)
F (7.507, 4.710, 0.655)
O (5.336, 5.038, 1.175)
H (7.323, 5.128, 3.110)
H (7.548, 6.833, 2.675)
H (6.603, 6.485, 0.446)
O (2.150, 2.257, -4.727)
C (2.483, 3.329, -5.102)
O (2.363, 3.768, -6.381)
C (2.739, 5.148, -6.402)
C (3.612, 5.251, -5.182)
F (3.520, 6.481, -4.609)
O (3.046, 4.294, -4.305)
H (1.849, 5.767, -6.325)
H (3.265, 5.397, -7.321)
H (4.663, 5.010, -5.354)
O (-1.221, -6.772, -2.585)
C (-0.279, -7.452, -2.817)
O (0.884, -7.420, -2.115)
C (1.714, -8.474, -2.608)
C (1.157, -8.691, -3.992)
F (1.262, -9.986, -4.375)
O (-0.211, -8.367, -3.828)
H (1.597, -9.356, -1.976)
H (2.760, -8.178, -2.614)
H (1.593, -8.051, -4.761)
O (3.401, 7.038, -9.249)
C (2.544, 7.746, -8.838)
O (2.442, 9.071, -9.102)
C (1.212, 9.533, -8.538)
C (0.954, 8.505, -7.467)
F (-0.371, 8.301, -7.281)
O (1.528, 7.329, -8.019)
H (0.435, 9.532, -9.304)
H (1.318, 10.540, -8.142)
H (1.425, 8.724, -6.506)
O (-10.430, -5.271, -2.684)
C (-9.515, -5.785, -2.135)
O (-8.666, -5.148, -1.286)
C (-7.791, -6.136, -0.728)
C (-7.850, -7.228, -1.765)
F (-7.711, -8.455, -1.208)
O (-9.165, -7.100, -2.275)
H (-8.178, -6.462, 0.237)
H (-6.790, -5.739, -0.589)
H (-7.132, -7.118, -2.580)

Properties
DFT total energy   -132467.35934 eV
Maximum force   0.10023 hartree/bohr
SMILES   COCCCCCCCCCCCC[C@@H]1CCOC1=O.O=C1OC[C@@H](F)O1.O=C1OC[C@@H](F)O1.O=C1OC[C@@H](F)O1.O=C1OC[C@@H](F)O1.O=C1OC[C@@H](F)O1.O=C1OC[C@@H](F)O1.O=C1OC[C@@H](F)O1.O=C1OC[C@@H](F)O1.O=C1OC[C@@H](F)O1



Entry 2:
DFT (ωB97M-V/def2-TZVPD) results for a structure of composition C44H63AsGeKNP2Si2 at a distorted geometry.

Atoms and positions in Å:
K (0.745, -0.499, 0.347)
C (-1.795, -1.118, 2.132)
P (-1.611, -2.384, 0.757)
C (-1.537, -3.914, 1.740)
C (-0.358, -4.649, 1.705)
C (-0.194, -5.762, 2.516)
C (-1.214, -6.149, 3.368)
C (-2.395, -5.419, 3.413)
C (-2.553, -4.307, 2.608)
C (-3.281, -2.435, 0.014)
C (-3.910, -3.624, -0.352)
C (-5.129, -3.606, -1.009)
C (-5.745, -2.401, -1.312)
C (-5.124, -1.211, -0.964)
C (-3.900, -1.234, -0.318)
C (-0.495, -0.915, 2.868)
C (0.077, -1.725, 3.842)
C (1.329, -1.153, 4.137)
C (1.437, -0.032, 3.323)
C (2.631, 0.862, 3.133)
P (3.390, 0.542, 1.462)
C (5.108, 1.154, 1.617)
C (6.073, 0.703, 0.718)
C (7.369, 1.177, 0.776)
C (7.723, 2.123, 1.729)
C (6.771, 2.585, 2.621)
C (5.471, 2.102, 2.566)
C (3.735, -1.268, 1.601)
C (4.348, -1.808, 2.731)
C (4.587, -3.165, 2.825)
C (4.225, -4.014, 1.785)
C (3.633, -3.495, 0.649)
C (3.393, -2.129, 0.564)
N (0.333, 0.124, 2.554)
H (-2.596, -1.463, 2.796)
H (-2.120, -0.173, 1.691)
H (0.449, -4.334, 1.053)
H (0.733, -6.316, 2.486)
H (-1.090, -7.014, 4.004)
H (-3.189, -5.715, 4.085)
H (-3.471, -3.735, 2.660)
H (-3.446, -4.572, -0.120)
H (-5.601, -4.540, -1.284)
H (-6.698, -2.390, -1.821)
H (-5.587, -0.263, -1.204)
H (-3.408, -0.298, -0.084)
H (-0.359, -2.606, 4.283)
H (2.057, -1.507, 4.849)
H (3.367, 0.691, 3.924)
H (2.344, 1.917, 3.163)
H (5.809, -0.040, -0.026)
H (8.106, 0.810, 0.077)
H (8.737, 2.497, 1.773)
H (7.037, 3.322, 3.366)
H (4.742, 2.472, 3.274)
H (4.636, -1.159, 3.545)
H (5.056, -3.568, 3.712)
H (4.414, -5.076, 1.863)
H (3.361, -4.145, -0.173)
H (2.966, -1.726, -0.349)
C (-4.251, 1.799, 1.756)
Si (-3.337, 2.930, 0.564)
C (-3.198, 4.560, 1.488)
C (-4.319, 3.157, -1.033)
As (-1.128, 2.152, 0.156)
Si (-0.115, 4.269, -0.264)
C (1.499, 3.965, -1.177)
C (-1.167, 5.472, -1.255)
C (0.329, 5.012, 1.401)
H (-5.161, 2.329, 2.045)
H (-3.665, 1.635, 2.658)
H (-4.543, 0.833, 1.367)
H (-4.195, 4.829, 1.841)
H (-2.826, 5.384, 0.883)
H (-2.556, 4.461, 2.362)
H (-5.373, 2.939, -0.861)
H (-3.974, 2.515, -1.838)
H (-4.244, 4.184, -1.383)
H (1.355, 3.649, -2.205)
H (2.113, 3.222, -0.670)
H (2.059, 4.901, -1.199)
H (-1.679, 4.983, -2.077)
H (-0.526, 6.243, -1.679)
H (-1.913, 5.969, -0.638)
H (0.773, 4.261, 2.050)
H (-0.521, 5.445, 1.919)
H (1.066, 5.799, 1.247)
C (-2.640, 0.996, -6.758)
C (-2.747, 1.216, -5.257)
C (-2.119, 0.076, -4.467)
C (-2.256, 0.220, -2.947)
Ge (-1.001, 1.527, -2.176)
C (0.858, 0.833, -2.434)
C (1.065, -0.675, -2.628)
C (2.446, -1.010, -3.183)
C (2.653, -2.504, -3.357)
H (-3.100, 1.811, -7.315)
H (-3.130, 0.069, -7.056)
H (-1.597, 0.930, -7.071)
H (-3.798, 1.306, -4.970)
H (-2.278, 2.165, -4.991)
H (-1.071, -0.031, -4.759)
H (-2.609, -0.855, -4.773)
H (-2.099, -0.740, -2.449)
H (-3.281, 0.510, -2.708)
H (-1.051, 2.784, -3.074)
H (1.493, 1.202, -1.621)
H (1.222, 1.337, -3.336)
H (0.299, -1.092, -3.286)
H (0.950, -1.217, -1.684)
H (3.211, -0.602, -2.513)
H (2.582, -0.495, -4.137)
H (2.562, -3.027, -2.404)
H (3.638, -2.729, -3.763)
H (1.907, -2.926, -4.031)

Properties
DFT total energy   -216155.81162 eV
Maximum force   0.02347 hartree/bohr